ORCA calculation (ωB97M-V with the def2-TZVPD basis set) on the molecule C18H23FN2O2S4.

XYZ file:
```
50
Properties=species:S:1:pos:R:3:forces:R:3
F 0.296 1.043 0.226 0.064 0.217 0.044
C 0.666 2.308 0.499 0.091 0.313 0.068
C 0.242 3.318 -0.356 0.096 -0.128 0.146
C -0.594 2.992 -1.548 0.127 -0.334 -0.244
S 0.325 1.923 -2.711 -0.103 0.062 0.066
C -0.473 0.341 -2.485 -0.053 0.253 -0.119
S -1.966 0.214 -1.802 -0.664 -0.118 0.189
N 0.197 -0.701 -2.978 -0.010 0.181 0.061
C -0.319 -2.054 -2.909 -0.066 -0.643 0.194
C 0.595 -2.892 -2.008 -0.448 0.125 -0.086
O 1.915 -2.885 -2.497 0.203 -0.186 -0.055
C 2.418 -1.572 -2.525 0.036 0.342 -0.173
C 1.568 -0.678 -3.442 0.579 -0.115 0.016
C 0.640 4.616 -0.062 -0.001 -0.134 0.082
C 1.417 4.879 1.053 0.050 0.173 0.037
C 1.817 3.852 1.889 -0.059 -0.072 -0.125
C 1.452 2.539 1.621 -0.133 0.006 -0.172
C 1.864 1.404 2.498 -0.305 -0.288 0.109
S 0.404 0.607 3.256 0.126 0.022 -0.045
C 0.300 -0.933 2.356 0.163 0.124 0.199
S 1.581 -1.531 1.514 0.527 -0.357 -0.291
N -0.858 -1.581 2.487 0.106 0.158 0.010
C -1.103 -2.859 1.849 -0.251 -0.455 -0.430
C -2.209 -2.691 0.802 0.435 -0.166 0.078
O -3.385 -2.198 1.399 -0.273 -0.060 0.002
C -3.146 -0.941 1.983 0.125 0.216 0.293
C -2.066 -1.040 3.073 -0.550 0.213 0.006
H -0.874 3.890 -2.096 -0.033 -0.020 0.030
H -1.489 2.416 -1.282 0.081 0.199 -0.100
H -1.338 -2.039 -2.524 0.155 0.019 -0.098
H -0.316 -2.474 -3.921 -0.006 0.021 0.037
H 0.270 -3.933 -1.995 -0.046 0.049 0.008
H 0.574 -2.484 -0.987 -0.030 -0.044 -0.047
H 3.440 -1.637 -2.899 -0.035 0.072 0.018
H 2.424 -1.150 -1.509 0.010 0.022 -0.075
H 1.958 0.338 -3.443 0.017 -0.123 -0.029
H 1.594 -1.075 -4.463 0.034 0.063 0.049
H 0.331 5.422 -0.711 -0.039 0.086 -0.087
H 1.713 5.893 1.271 0.029 0.100 0.021
H 2.423 4.064 2.757 0.068 0.013 0.108
H 2.359 0.604 1.934 0.022 0.156 0.178
H 2.501 1.740 3.313 0.020 -0.021 -0.039
H -0.184 -3.222 1.389 -0.133 0.056 0.113
H -1.434 -3.568 2.616 0.020 0.027 -0.026
H -2.463 -3.652 0.354 0.065 0.017 0.007
H -1.869 -1.997 0.019 -0.002 -0.066 0.022
H -4.092 -0.612 2.415 0.069 0.045 0.007
H -2.823 -0.224 1.214 -0.005 -0.007 0.077
H -1.879 -0.059 3.506 -0.081 -0.097 -0.018
H -2.404 -1.723 3.859 0.009 0.085 -0.017
```
Positions in Å, forces in eV/Å.

Orbital gap: 8.830 eV
E_HOMO: -8.272 eV
Calculated total energy: -2652.295917 a.u.
Energy above the lowest of the compared OMol25 structures with the same formula, charge and spin: 0.0 kJ/mol
E_LUMO: 0.557 eV

Here are the Löwdin charges for atoms 1 to 5, given in e: F 0.02; C -0.20; C -0.23; C -0.41; S 0.96

ORCA calculation (ωB97M-V with the def2-TZVPD basis set) on a structure of composition C18H23FN3PtSeSi.

XYZ file:
```
48
Properties=species:S:1:pos:R:3:forces:R:3
Pt 0.315 0.219 -0.844 0.254 -0.496 0.237
C -3.265 -1.586 -0.235 -0.003 0.115 0.117
N -2.782 -2.137 -1.491 -0.079 0.024 0.012
C -3.560 -2.398 -2.589 -0.057 -0.001 0.008
C -2.735 -2.857 -3.557 0.026 0.018 -0.070
N -1.469 -2.864 -3.036 0.023 -0.032 -0.130
C -0.263 -3.141 -3.802 0.164 -0.048 -0.131
C -1.503 -2.409 -1.781 0.196 0.074 -0.099
Se -0.031 -2.159 -0.618 -0.280 0.045 0.206
H -4.348 -1.658 -0.228 -0.012 -0.015 0.023
H -2.971 -0.539 -0.154 -0.012 -0.051 0.038
H -2.847 -2.146 0.598 -0.011 0.036 -0.001
H -4.623 -2.238 -2.588 -0.013 -0.020 0.015
H -2.939 -3.166 -4.566 0.006 -0.011 -0.004
H -0.525 -3.800 -4.624 -0.002 -0.036 -0.015
H 0.470 -3.626 -3.165 -0.002 -0.019 0.007
H 0.131 -2.200 -4.186 -0.045 -0.119 0.025
N -0.684 0.005 -3.871 0.012 0.072 0.176
C -0.300 0.129 -2.788 -0.003 0.215 -0.325
C -0.739 -0.486 4.890 -0.140 -0.038 0.081
Si 0.909 -0.036 4.169 -0.003 0.060 -0.178
C 2.180 -1.339 4.521 0.118 -0.118 0.030
C 1.470 1.630 4.767 0.041 0.120 0.047
C 0.711 0.064 2.327 -0.008 -0.041 -0.006
C 0.556 0.106 1.122 0.233 0.343 -0.030
H -0.678 -0.545 5.979 -0.020 -0.005 -0.007
H -1.076 -1.454 4.518 -0.015 -0.015 0.005
H -1.495 0.259 4.635 -0.014 0.003 0.010
H 2.347 -1.430 5.596 0.006 -0.012 0.000
H 3.136 -1.095 4.053 -0.001 -0.008 0.007
H 1.858 -2.312 4.146 0.013 -0.011 0.005
H 1.590 1.627 5.852 0.002 0.013 0.002
H 0.743 2.404 4.513 0.005 0.012 0.007
H 2.431 1.906 4.327 -0.004 0.007 0.002
F 0.115 5.491 -2.582 -0.010 0.025 -0.010
C 0.651 4.364 -2.150 -0.028 0.019 0.090
C 1.182 3.487 -3.095 0.052 -0.107 0.007
C 1.724 2.313 -2.649 -0.027 0.134 -0.058
C 1.770 2.012 -1.257 -0.226 0.024 -0.179
C 2.344 0.769 -0.806 -0.012 0.073 -0.009
C 1.212 2.943 -0.338 0.033 -0.134 0.138
C 0.647 4.115 -0.785 -0.020 0.022 -0.055
H 1.137 3.740 -4.144 0.004 0.001 0.000
H 2.128 1.598 -3.353 0.000 0.000 -0.002
H 2.760 0.736 0.192 -0.139 -0.126 0.055
H 2.859 0.156 -1.537 -0.005 0.008 -0.031
H 1.246 2.714 0.720 0.005 -0.004 -0.005
H 0.213 4.837 -0.108 -0.003 0.004 -0.005
```
Positions in Å, forces in eV/Å.

Orbital gap: 6.894 eV
E_HOMO: -11.850 eV
Calculated total energy: -3773.813847 a.u.
Net charge: +1
Energy above the lowest of the compared OMol25 structures with the same formula, charge and spin: 0.0 kJ/mol
E_LUMO: -4.956 eV

Here are the Löwdin charges for atoms 1 to 5, given in e: Pt 0.91; C 0.00; N -0.11; C 0.00; C 0.00